Entry 1:
DFT (the ωB97M-V functional and the def2-TZVPD basis) results for a cluster of 2 separate species, C7H17N2O3SSi in total in a non-equilibrium geometry.

Last column: Mulliken charge in e.
Atoms and positions in Å:
H -1.16269 2.79220 -1.84833  0.284
H 0.65437 -3.48604 2.45384  0.286
H 0.98200 -1.21178 1.15003  0.158
C -2.97538 0.05753 0.04960  -0.020
H -0.79716 1.31696 1.87574  0.578
H -0.14411 -0.77865 -3.03467  0.326
H 0.43725 -0.94559 2.67780  0.258
H 0.23405 3.77092 -2.25982  0.264
H -3.69547 0.70982 -0.46361  0.405
H 1.21920 -1.86783 -2.44544  0.231
H 1.48429 -0.05097 -3.02510  0.294
H -2.54463 -2.06756 0.68382  0.276
C -3.34788 -1.33397 0.42128  -0.239
H -1.14355 -2.70379 2.69971  0.385
O 0.40037 -0.12724 -1.27074  0.065
C -0.80805 0.82066 0.94747  -0.065
N 0.16358 -1.36391 1.81920  -0.253
H 3.73998 0.42370 1.42632  0.260
C 3.30497 1.37500 0.89606  -0.624
Si 0.75213 1.01928 -0.23515  0.069
H -0.38789 -3.37738 1.20245  0.300
O 1.99934 0.79727 0.63112  -0.254
H 3.36064 2.27344 1.56977  0.268
C -0.09615 2.68232 -2.11642  -0.665
O 0.76820 2.48386 -0.98670  -0.369
C 0.80255 -0.75797 -2.49660  -0.713
C -0.18987 -2.75675 2.11811  -1.004
H 3.80099 1.45797 -0.07909  0.288
S -4.85398 -1.78605 0.12355  -0.120
H -0.01044 2.02756 -2.97545  0.264
N -1.94667 0.60697 0.49126  0.068

Calculated values
frontier orbital gap = 0.28452 Ha
energy relative to the best compared isomer or geometry (same formula, charge and spin) = 35.6 kcal per mole
highest occupied orbital energy = -12.65 eV
charge = +1

=====

Entry 2:
DFT (the ωB97M-V functional and the def2-TZVPD basis) results for a cluster of 2 separate species, C2 in total in a non-equilibrium geometry.

Last column: Mulliken charge in e.
Atoms and positions in Å:
C -0.33763 -0.45978 1.07425  0.000
C 0.33763 0.45978 -1.07425  0.000

Calculated values
frontier orbital gap = 0.22438 Ha
energy relative to the best compared isomer or geometry (same formula, charge and spin) = 145.0 kcal per mole
highest occupied orbital energy = -8.38 eV
charge = 0

=====

Entry 3:
DFT (the ωB97M-V functional and the def2-TZVPD basis) results for a structure of composition C18H14F2N2O2Rh in a non-equilibrium geometry.

Last column: Mulliken charge in e.
Atoms and positions in Å:
H 2.76003 -1.50596 2.47918  0.371
Rh -0.79274 -0.13503 0.91407  0.458
H -1.80836 -1.13675 -4.27376  0.390
C 1.43269 -1.98427 0.13919  1.105
N -0.30452 -0.70766 -0.90006  0.458
C -3.02812 2.55893 -1.22175  -0.764
H 3.53585 -4.32722 -1.04499  0.404
C -1.92808 -1.66841 1.17521  0.158
O 1.08755 -1.27245 1.26596  -0.317
H 1.44847 -2.69630 2.75276  0.438
H 1.25672 -0.99978 3.27033  0.281
O -1.22993 1.65357 -0.04900  -1.020
H -4.95826 0.83091 -6.41862  0.404
F -1.22560 -2.77679 0.87915  -0.209
C -1.83359 0.54192 -2.06510  -0.261
C 2.08461 -3.26547 -2.22476  -0.738
C -3.63645 1.57506 -3.39433  0.778
N -0.94785 -0.44475 -1.96334  -0.338
H -2.28684 -1.72463 2.20573  0.416
F -3.00084 -1.56627 0.35765  -0.223
C 2.75038 -3.58061 -1.04398  -0.776
C 1.68712 -1.65956 2.52839  -1.048
H 2.96770 -3.18884 1.04554  0.430
C -2.00462 1.57511 -1.06149  1.642
C -4.46026 1.65874 -4.52098  -0.838
C -3.36151 -0.25144 -5.44664  -0.697
H -5.20611 2.44648 -4.57206  0.397
C 2.42928 -2.94530 0.14097  -0.593
C 1.09269 -2.30626 -2.21296  -0.451
C -3.79418 2.53997 -2.32352  -0.720
H -3.25391 -0.96734 -6.25403  0.414
C -2.54609 -0.34751 -4.33744  -0.414
C -2.66720 0.57227 -3.29387  0.585
C 0.75281 -1.67792 -1.02382  0.190
H 2.33801 -3.77185 -3.14754  0.417
H -3.14081 3.30587 -0.44456  0.438
H 0.55201 -2.04402 -3.11242  0.448
C -4.32555 0.75809 -5.54326  -0.595
H -4.57667 3.28648 -2.43292  0.380

Calculated values
frontier orbital gap (spin up / spin down) = 0.22906 / 0.22917 Ha
energy relative to the best compared isomer or geometry (same formula, charge and spin) = 0.0 kcal per mole
highest occupied orbital energy (spin up / spin down) = -11.12 / -11.12 eV
charge = +1

=====

Entry 4:
DFT (the ωB97M-V functional and the def2-TZVPD basis) results for a cluster of 2 separate species, C4H12N2O in total in a non-equilibrium geometry.

Last column: Mulliken charge in e.
Atoms and positions in Å:
H -1.83358 0.05606 -2.28156  0.330
N 0.28184 -1.17654 1.64812  -0.376
H 1.16364 -2.21363 0.02035  0.449
C -1.15482 -0.02379 -1.46540  -0.856
H -1.85588 1.67143 3.02770  0.308
H -0.38878 -1.80750 2.04420  0.302
H 0.91820 0.65159 0.63318  0.327
C 0.88556 -1.29918 0.51509  0.021
C 1.45541 0.20973 -1.37687  -0.588
H 2.27681 0.92251 -1.32173  0.303
H -2.76059 0.66139 2.21497  0.318
H -1.56503 0.62348 -0.64284  0.205
O -1.98152 1.22006 2.18912  -0.611
N 1.32970 -0.09752 0.04306  -0.040
H 1.78456 -0.69130 -1.95610  0.346
H 0.16970 0.86112 -3.00868  0.368
C 0.11254 0.77499 -1.91490  -0.498
H -1.00252 -1.00559 -1.09475  0.327
H 0.05269 1.82857 -1.58698  0.365

Calculated values
frontier orbital gap (spin up / spin down) = 0.40289 / 0.26449 Ha
energy relative to the best compared isomer or geometry (same formula, charge and spin) = 30.2 kcal per mole
highest occupied orbital energy (spin up / spin down) = -14.91 / -14.88 eV
charge = +1
2S+1 = 2

=====

Entry 5:
DFT (the ωB97M-V functional and the def2-TZVPD basis) results for a structure of composition C33H41BrN2O6P2S2TeTm in a non-equilibrium geometry.

Last column: Mulliken charge in e.
Atoms and positions in Å:
H -0.16410 -0.26266 3.21674  0.377
H 4.15203 -1.17797 -4.24568  0.272
C -1.05443 0.24079 -6.01484  -0.838
C -2.33610 -0.45260 3.16187  0.937
Te 0.88886 2.52043 0.61637  -0.195
H -4.35985 -0.61082 5.90714  0.298
H -3.65426 1.93522 -3.71140  0.451
C -3.53552 -0.42584 3.86698  -0.845
C -3.62600 -1.70423 -0.06141  0.472
Br -2.09854 -0.34294 7.86807  -0.218
H 4.95409 1.88741 -1.64521  0.181
C -1.63635 0.96442 -2.30115  0.976
C 3.87804 -5.40514 0.99249  -1.021
H -0.44611 -0.27608 -6.76688  0.397
H 3.38925 2.27027 -0.83616  0.013
P 2.39697 1.43840 -3.46954  0.339
C -3.66307 -3.44735 -2.20626  -0.777
H 0.67500 -2.37609 3.68614  -0.003
C 4.08879 2.61151 -1.67316  -0.394
C 4.34865 -0.34041 -3.57293  -0.831
H 1.80911 -3.52736 4.40214  0.379
C -0.35290 4.70463 4.92699  -0.428
C 2.56598 -1.46686 4.37494  -0.794
C -2.47839 -3.00782 -1.66490  -0.264
O -0.86551 0.17380 -1.63675  -0.271
C 2.47197 2.48779 -5.94735  -0.586
H -2.26225 2.94291 -2.26176  0.579
C -4.88827 -2.86376 -1.75359  -0.369
H -3.65090 -4.36849 -2.85554  0.324
C -1.07769 3.86564 2.78362  -0.253
H 4.73139 -6.07685 0.73892  0.332
S 1.90226 -0.54784 1.09368  -0.702
Tm -0.69566 -0.77472 0.27872  0.633
N -2.35523 -0.62149 1.73581  0.346
O 2.32846 -3.01273 2.56213  -0.258
H -0.65691 5.12106 5.89191  0.328
C -1.08991 -0.23917 3.79412  -0.273
C -3.09735 1.50096 -5.71655  -0.890
H -4.41477 -0.10206 1.10502  0.300
C -2.16390 0.88913 -6.53925  -0.222
O 2.86863 -3.29909 0.12847  -0.278
H 1.73230 4.71972 5.25874  0.397
C -1.04323 -0.21481 5.19294  -0.558
C -3.52700 -0.78436 1.01795  -0.431
H 2.41833 3.50401 -5.48949  0.276
C 4.11653 -3.94220 0.62174  -0.172
C 0.94257 4.37673 4.63226  -0.575
C -4.86428 -2.11986 -0.61278  -0.928
C 0.30431 3.53637 2.43261  0.160
H -3.89900 2.02996 -6.13333  0.489
H -1.83380 3.59866 2.06242  0.351
C -2.96065 1.41568 -4.34302  -0.371
H -4.53309 -0.18955 3.47890  0.274
H -0.08288 -0.15745 5.73409  0.370
H -1.56583 -3.32069 -2.12365  0.531
C -3.42819 -0.50062 5.28911  -0.394
C 1.76576 -2.64110 3.84011  -0.083
H 3.62614 -1.71369 4.48106  0.329
H -2.37902 4.72293 4.28995  0.344
H 0.01743 -0.27617 -4.18565  0.557
O 2.92977 1.52851 -5.00384  -0.342
H -5.74774 -1.77939 -0.08982  0.493
O 3.32378 2.62193 -2.84020  -0.312
O 3.13478 0.08602 -2.92830  0.075
S -0.03884 -3.24976 0.63400  -0.606
H -2.35472 0.85110 -7.55746  0.482
C -0.79573 0.31856 -4.63028  -0.120
H 5.05357 -0.68162 -2.80484  0.250
H 4.89134 0.50517 -4.06346  0.304
H -5.84251 -2.98532 -2.30575  0.396
H -1.83982 2.32093 -0.71126  -0.085
C -1.36531 4.39790 4.04309  -0.514
H 2.16055 -1.03196 5.32107  0.275
H 4.44487 3.63110 -1.47145  0.220
H 1.45689 2.14833 -6.27330  0.145
C -2.35330 2.07478 -1.60890  -1.443
H 3.76601 -5.40328 2.06835  0.270
H 4.42897 -3.45129 1.51966  0.213
H 3.13886 2.45238 -6.75493  0.266
C -2.23898 -0.35892 5.95556  -0.227
H 2.31799 3.55017 3.02376  0.244
H 2.98146 -5.78912 0.57286  0.272
H 4.92180 -3.78811 -0.13245  0.405
H -3.40368 1.85937 -1.37003  0.369
C -1.79831 0.85747 -3.73416  0.108
C 1.28804 3.81689 3.38076  -0.343
N -2.45812 -2.12308 -0.68404  0.287
P 1.81701 -2.58678 1.11961  1.022
H 2.54949 -0.65954 3.62981  0.103

Calculated values
frontier orbital gap (spin up / spin down) = 0.17042 / 0.17011 Ha
energy relative to the best compared isomer or geometry (same formula, charge and spin) = 25.0 kcal per mole
highest occupied orbital energy (spin up / spin down) = -5.95 / -5.95 eV
charge = 0
2S+1 = 4

=====

Entry 6:
DFT (the ωB97M-V functional and the def2-TZVPD basis) results for a structure of composition C5H6O2 in a non-equilibrium geometry.

Last column: Mulliken charge in e.
Atoms and positions in Å:
C -1.00874 0.12298 0.58901  0.239
C -0.70028 1.52580 0.03831  -0.255
O 0.26773 1.33285 -0.98438  -0.383
C -0.16674 -0.88125 -0.23672  0.296
C 0.71323 0.05835 -0.88886  -0.375
H -0.74888 -1.56385 -0.84575  0.419
H -0.26301 2.19052 0.78799  0.272
H -1.60526 1.99393 -0.36825  0.285
H 2.00352 -1.52984 0.13632  0.286
C 1.06162 -1.19573 0.53566  -0.959
H 1.33506 -0.22944 -1.73662  0.440
H 0.88441 -1.72806 1.48230  0.278
O -1.77265 -0.09625 1.49100  -0.544

Calculated values
frontier orbital gap (spin up / spin down) = 0.32358 / 0.32367 Ha
energy relative to the best compared isomer or geometry (same formula, charge and spin) = 92.5 kcal per mole
highest occupied orbital energy (spin up / spin down) = -8.20 / -8.20 eV
charge = 0

=====

Entry 7:
DFT (the ωB97M-V functional and the def2-TZVPD basis) results for a structure of composition C33H36N11O5V.

Last column: Mulliken charge in e.
Atoms and positions in Å:
H 2.83111 -2.05046 4.57759  0.456
H 0.54544 0.25723 5.11024  0.381
C -1.34948 -0.08910 -5.09895  0.550
C 1.95724 1.02636 -4.91989  -0.059
H 3.21023 -1.77531 1.73392  0.340
C -3.71461 -0.80229 -4.76253  -0.958
C -4.22858 -2.40663 -3.03675  -1.021
C -2.82451 1.12673 1.24819  -0.042
H 5.54681 1.72495 -3.68446  0.432
H -5.95444 0.19330 2.02990  0.535
H 2.01395 2.72100 0.92485  0.631
C 3.70199 0.70007 -3.28929  0.786
C -1.30537 -1.57619 -0.40432  -0.613
C 1.11196 1.05216 4.62937  -1.080
O -2.40894 2.92869 -0.23939  -0.474
C 2.41876 0.45054 -3.74438  -0.126
C -4.63882 -1.55879 -4.06088  -0.734
H -0.89390 -1.90384 -3.25011  0.627
H -5.68956 -1.48347 -4.30519  0.444
C -4.14724 -0.69853 2.76770  -0.922
V 0.02678 0.15955 1.94473  0.516
H -1.73770 2.43762 3.54017  0.395
H 4.16793 -1.17241 3.08672  0.522
N -0.67136 -3.62699 0.04080  -1.276
C -1.95166 -1.79437 -3.45391  0.130
N 3.22033 0.49913 -0.89825  1.038
H -1.83004 -0.77082 -0.89052  0.756
H -1.88103 -4.34046 -2.08369  0.323
C -2.40956 -3.48418 -1.66643  -0.773
N -2.12824 0.25495 1.98111  1.215
H -4.02501 -0.12549 -5.54733  0.564
C 2.79981 1.84350 -5.66878  -0.907
O -2.17529 -2.41870 4.18743  -0.623
N 0.23670 1.65757 3.58541  0.563
C 2.27804 1.81508 0.41269  -0.867
C 4.54190 1.51746 -4.03055  -0.792
H 0.72136 3.65891 4.08269  0.465
C 0.78324 2.98756 3.22288  -1.265
H 3.65723 -0.05130 1.82897  0.441
H 1.75726 -0.19103 -3.17481  0.664
H 4.75004 2.70810 -5.80018  0.420
H -0.92602 2.57064 5.10339  0.519
H -3.24750 -3.86201 -1.08181  0.418
C 4.12679 0.08548 -1.97905  -1.125
C -2.87872 -2.53088 -2.73261  0.613
H 1.08969 -1.72491 4.70199  0.455
H 2.43886 2.28737 -6.58677  0.552
N -1.42225 0.71257 -6.09927  -0.478
C 2.25163 -0.17405 -0.29436  -1.214
H 1.33788 1.80742 5.38806  0.604
H 3.07219 0.22036 4.83595  0.462
C -1.07208 1.92564 4.23352  -1.371
H 2.02636 -1.20892 -0.48941  0.647
N -0.15565 1.27761 -6.24076  -0.474
O -0.56270 -1.11945 3.30558  -0.094
H 5.12862 0.39652 -1.69196  0.495
H 2.89419 1.26325 3.43998  0.359
H -4.61807 -1.44517 3.39342  0.642
C -1.79736 -1.51343 3.49866  -0.096
N 1.62759 0.62357 0.57318  1.090
H 4.09615 -1.00386 -2.01492  0.240
H -1.72064 3.45696 -0.67992  0.452
N -0.41636 -1.47333 0.58270  0.900
N 2.11391 -0.65811 3.15745  0.517
O -0.67844 1.83417 0.67356  -0.279
N 3.24548 1.77242 -0.45982  -0.996
C 1.91455 -1.85387 4.01438  -1.336
H 0.62733 -3.07326 1.58767  0.350
C -2.36342 -0.91336 -4.44548  0.133
C 4.08995 2.07629 -5.22215  -0.703
C -0.06345 -2.77320 0.81901  -0.701
C -4.87306 0.20827 2.01238  -0.822
C 3.35378 -0.92424 2.39956  -1.353
H 1.82674 2.91199 2.93640  0.405
C 2.38289 0.50299 4.03256  -0.862
H -1.52389 0.99557 4.56758  0.308
C 0.57304 0.77205 -5.31072  0.601
C -1.88718 2.01155 0.52332  0.294
N -1.46223 -2.85293 -0.72891  0.828
H -4.96357 -2.98459 -2.48945  0.455
H -4.73341 1.87838 0.63046  0.676
H 0.21101 3.41556 2.40238  0.172
C -4.20225 1.15161 1.22919  -0.755
O -0.11420 -0.10976 -4.54110  -0.176
C -2.75956 -0.63584 2.72435  0.697
H 1.70066 -2.72316 3.39702  0.290

Calculated values
frontier orbital gap (spin up / spin down) = 0.23837 / 0.23228 Ha
energy relative to the best compared isomer or geometry (same formula, charge and spin) = 17.7 kcal per mole
highest occupied orbital energy (spin up / spin down) = -13.10 / -13.10 eV
charge = +2
2S+1 = 3

=====

Entry 8:
DFT (the ωB97M-V functional and the def2-TZVPD basis) results for a cluster of 2 separate species, C2H10NSi in total in a non-equilibrium geometry.

Last column: Mulliken charge in e.
Atoms and positions in Å:
H -0.41602 1.74763 1.25852  0.322
C -0.58188 0.45656 -0.51527  -0.180
H -0.76431 -2.00825 1.11370  0.003
H 2.27146 -1.20724 -0.69335  0.292
H 0.30536 2.48493 -0.06363  0.381
H -0.40039 0.35267 -1.58667  0.406
H -2.63418 -0.56225 0.53118  -0.024
H -1.87075 -2.03491 -1.29189  0.011
C -0.41631 1.71056 0.14634  -0.620
H 2.30606 0.29396 -0.10044  0.298
N 1.89925 -0.66588 0.12689  -0.769
H 2.44289 -1.06447 0.94830  0.284
Si -1.37303 -1.15358 -0.02302  0.288
H -1.36739 1.96784 -0.33539  0.307

Calculated values
frontier orbital gap = 0.31598 Ha
energy relative to the best compared isomer or geometry (same formula, charge and spin) = 114.1 kcal per mole
highest occupied orbital energy = -15.18 eV
charge = +1